{"formula": "C5H8NP", "method": "ωB97M-V/def2-TZVPD", "elements": ["C", "C", "P", "C", "C", "C", "N", "H", "H", "H", "H", "H", "H", "H", "H"], "coordinates": [[-2.076, 1.382, 0.564], [-1.211, 0.419, -0.116], [0.471, 1.163, -0.292], [1.428, -0.223, -0.303], [1.079, -1.607, -0.101], [2.828, 0.090, -0.416], [3.993, 0.208, -0.613], [-1.772, 1.589, 1.584], [-1.944, 2.365, 0.050], [-3.156, 0.995, 0.601], [-1.611, 0.170, -1.076], [-1.026, -0.488, 0.468], [0.851, -2.016, -1.101], [1.939, -2.098, 0.263], [0.205, -1.947, 0.490]], "smiles": "CC/P=C(\\C)C#N", "de_lowest_kcal_mol": 26.3, "lumo_ev": -0.57, "orbital_gap_ev": 8.789}

---

{"formula": "C5H8NP", "method": "ωB97M-V/def2-TZVPD", "elements": ["C", "C", "P", "C", "C", "N", "C", "H", "H", "H", "H", "H", "H", "H", "H"], "coordinates": [[0.720, 1.768, -0.668], [-0.388, 0.821, -0.244], [-0.504, -0.962, -0.723], [0.424, -1.835, 0.522], [-2.250, -0.901, -0.270], [-2.674, 0.235, 0.142], [-1.789, 1.243, 0.009], [0.427, 2.762, -1.001], [1.294, 1.166, -1.401], [1.469, 2.053, 0.251], [1.364, -1.292, 0.711], [0.570, -2.883, 0.391], [-0.189, -1.813, 1.429], [-2.911, -1.750, -0.193], [-2.128, 2.271, 0.189]], "smiles": "CC1=P(C)=CN=C1", "de_lowest_kcal_mol": 34.3, "lumo_ev": -0.05, "orbital_gap_ev": 8.333}

---

{"formula": "C5H8NS", "method": "ωB97M-V/def2-TZVPD", "elements": ["C", "C", "C", "C", "C", "N", "S", "H", "H", "H", "H", "H", "H", "H", "H"], "coordinates": [[-0.699, 1.601, -0.058], [-1.919, 1.252, 0.378], [-0.549, -0.832, 0.243], [0.142, -2.112, 0.259], [1.590, 0.698, -0.531], [0.175, 0.567, -0.191], [-2.155, -0.423, 0.527], [-0.534, 2.585, -0.312], [-2.603, 2.086, 0.553], [1.206, -1.866, 0.488], [-0.295, -2.792, 1.095], [0.021, -2.667, -0.698], [1.689, 0.421, -1.522], [1.904, 1.649, -0.276], [2.027, -0.168, 0.044]], "charge": 1, "de_lowest_kcal_mol": 28.3, "lumo_ev": -4.82, "orbital_gap_ev": 9.108}